{
  "formula": "C5H10O",
  "method": "the ωB97M-V functional and the def2-TZVPD basis",
  "symbols": ["C", "C", "C", "C", "C", "O", "H", "H", "H", "H", "H", "H", "H", "H", "H", "H"],
  "positions_angstrom": [[1.72777, 0.22788, 0.48374], [0.83702, 0.27766, -0.75337], [-0.59984, -0.00182, -0.35134], [-0.89458, -1.42038, 0.09915], [-1.36859, 1.11923, 0.18923], [-1.63031, 0.59355, -1.11747], [1.60378, -0.72387, 1.01254], [1.42345, 1.02157, 1.17540], [2.78962, 0.35511, 0.25126], [1.16701, -0.45212, -1.50223], [0.89889, 1.26485, -1.22655], [-0.40444, -2.13042, -0.57928], [-0.53431, -1.61802, 1.11592], [-1.97514, -1.58472, 0.05800], [-0.93045, 2.11897, 0.17135], [-2.10988, 0.95251, 0.97364]],
  "atomic_forces_ev_per_a": [[-0.007, -0.010, 0.183], [-0.073, -0.011, -0.221], [0.539, -0.172, 0.350], [0.000, 0.062, -0.062], [-0.033, 0.150, 0.114], [-0.217, 0.171, -0.130], [0.138, 0.127, -0.098], [0.146, -0.093, -0.032], [-0.193, -0.002, -0.015], [-0.061, 0.023, 0.088], [-0.091, -0.132, 0.075], [-0.145, 0.083, 0.126], [-0.085, 0.066, -0.209], [0.168, -0.023, 0.092], [-0.039, -0.202, 0.105], [-0.047, -0.040, -0.365]],
  "relative_energy_kcal_mol": 26.18,
  "e_homo_ev": -10.128,
  "orbital_gap_ev": 11.14,
  "max_force_ha_per_bohr": 0.0129,
  "total_energy_ha": -271.710900,
  "spin_multiplicity": 1,
  "smiles": "CC[C@@]1(C)CO1"
}